Below is a 2-piece molecular cluster, C6H12O4 overall, with properties calculated with ωB97M-V with the def2-TZVPD basis set.

Each line ends with the Löwdin charge.
Atoms and positions in Å:
C 1.79100 1.80264 -0.04997  -0.1196
O 1.75433 0.91348 1.05289  -0.0139
C 1.07835 -0.07205 0.43346  -0.2579
C 1.28073 -0.81779 -0.71635  -0.0280
C 0.44981 -2.06769 -0.55028  -0.1624
O -0.34861 -1.84630 0.61560  -0.0443
C -0.23231 -0.52182 1.04502  -0.3119
O -1.26097 0.30249 0.56028  -0.1436
C -2.54287 0.03871 1.09561  -0.0623
H 2.69432 1.62309 -0.64916  0.0898
H 1.71557 2.81529 0.35706  0.0862
H 0.86917 1.88831 -0.96921  0.1608
H 2.24242 -0.83000 -1.22837  0.1300
H 1.04556 -2.97846 -0.39975  0.1290
H -0.21850 -2.21955 -1.41421  0.1249
H -0.25110 -0.50408 2.14772  0.1761
H -2.88842 -0.96782 0.81752  0.0973
H -2.52613 0.12859 2.19306  0.0961
H -3.22703 0.78414 0.67509  0.0981
O -0.54037 1.19815 -1.97944  -0.1730
H 0.15531 0.30174 -1.87844  0.1257
H -1.04023 1.02893 -1.15814  0.0030

The highest occupied orbital energy is -9.274 eV. The calculation puts the energy above the lowest of the compared OMol25 structures with the same formula, charge and spin at 107.6 kcal per mole. Its orbital gap is 10.021 eV. As for the net charge: 0. The structure (SMILES) is COC1=CCO[C@@H]1OC.O.


Below is C6H12O5 in the gas phase, with properties calculated with ωB97M-V with the def2-TZVPD basis set.

Each line ends with the Löwdin charge.
Atoms and positions in Å:
C 0.14216 1.24533 -2.27444  -0.0617
O -0.43528 -0.07172 -2.05254  -0.1322
C -0.62050 -0.44662 -0.69079  -0.1984
C 0.78838 -0.65757 -0.18932  -0.3508
O 1.30799 -1.83103 -0.72518  0.0140
C 0.80589 -0.65838 1.27346  -0.3134
O -0.10458 -1.60025 1.89656  0.0104
C 0.47981 0.70145 1.79681  -0.1010
O -0.61399 1.19318 1.04067  -0.0613
C -1.44531 0.48204 0.22906  -0.3994
O -2.22262 -0.31358 0.99145  0.0750
H -0.14138 1.55279 -3.26650  0.0830
H -0.13963 1.99206 -1.48331  0.1077
H 1.24051 1.19646 -2.24418  0.0776
H -1.05950 -1.39630 -0.69075  0.1503
H 1.52264 0.15858 -0.56708  0.1765
H 1.47498 -1.63281 -1.66908  0.1213
H 1.90327 -0.90452 1.55122  0.1818
H 0.01567 -2.38793 1.36370  0.0950
H 0.21478 0.69523 2.83599  0.1310
H 1.32741 1.37436 1.49110  0.1516
H -2.04790 1.14470 -0.36974  0.1617
H -2.39278 0.16450 1.75290  0.0814

The highest occupied orbital energy is -9.542 eV. The calculation puts the energy above the lowest of the compared OMol25 structures with the same formula, charge and spin at 46.0 kcal per mole. Its orbital gap is 10.215 eV. As for the net charge: 0. The structure (SMILES) is CO[C@H]1[C@H](O)[C@H](O)CO[C@@H]1O.


Below is a 2-piece molecular cluster, C6H12O6S overall, with properties calculated with ωB97M-V with the def2-TZVPD basis set.

Each line ends with the Löwdin charge.
Atoms and positions in Å:
C -1.87578 0.22512 -0.30276  -0.5618
C -0.53253 0.12293 0.01396  -0.2333
C -3.01075 0.40990 0.71382  -0.0144
C 2.20284 -0.84401 0.45532  -0.2292
C 0.64399 0.76738 -0.67725  -0.2983
C 1.90408 -0.21043 -0.95855  -0.2855
O -0.69001 -2.36290 -1.23810  -0.4739
O -2.06741 0.66239 -1.60563  0.0247
O -0.10731 0.79383 2.01580  -0.1667
O 1.23260 -1.77511 0.83336  -0.1782
O 1.06550 1.92564 0.00845  -0.0212
O 2.85496 0.63073 -1.52939  -0.0063
S -1.12734 -1.57302 -0.08486  1.0780
H -3.16603 1.47027 1.01252  0.1177
H -2.98515 -0.16150 1.52206  0.0191
H -4.01455 0.04748 0.27216  0.1231
H 2.38401 -0.07487 1.30408  0.1505
H 3.22983 -1.23519 0.51319  0.1170
H 0.31515 1.03314 -1.75231  0.1834
H 1.44111 -0.92605 -1.65672  0.1466
H -3.05292 0.93373 -1.65686  0.1611
H -0.19862 -0.11940 2.30324  -0.0028
H 1.53445 -2.70097 0.42354  0.1801
H 0.87408 1.66273 0.94333  0.0535
H 3.14582 1.29818 -0.87238  0.1167

The highest occupied orbital energy (spin up / spin down) is -9.032 / -9.031 eV. The calculation puts the energy above the lowest of the compared OMol25 structures with the same formula, charge and spin at 104.2 kcal per mole. Its orbital gap (spin up / spin down) is 7.932 / 7.933 eV. As for the net charge: 0.


Number 1: calculated total energy -14602.547 eV. Number 2: calculated total energy -16651.736 eV. Number 3: calculated total energy -29530.510 eV.